Entry 1:
{"formula": "C10H13N3O4S", "method": "wB97M-V/def2-TZVPD", "homo_energy_ev": -9.2, "e_above_lowest_ev": 0.000, "energy_ev": -34073.9674, "symbols": ["C", "H", "O", "S", "H", "C", "C", "C", "C", "H", "H", "H", "C", "C", "O", "H", "C", "H", "H", "N", "H", "H", "C", "O", "N", "C", "H", "O", "H", "H", "N"], "positions_angstrom": [[-0.8325, 2.9237, -2.7869], [2.0886, -0.5634, 4.6840], [1.1465, 0.2429, 0.0708], [-1.2774, 0.2317, -2.6501], [0.7777, -1.2377, 5.6830], [0.4151, -1.7590, 2.6143], [-0.1697, 1.6182, -3.1602], [0.9340, -1.5099, -2.2335], [0.0080, -0.1128, -0.2402], [0.7878, 1.4500, -2.6620], [-0.0236, 1.5210, -4.2503], [-0.9192, -1.6592, -1.2498], [0.1552, 0.0583, 4.0256], [1.0937, -0.9872, 4.6444], [1.1544, -2.0820, 3.6985], [-1.7887, 3.0414, -3.2937], [-1.1258, 0.1946, 0.6594], [1.5957, -2.0038, -1.5120], [-0.2186, 3.7606, -3.0897], [-1.1683, 0.1035, 1.9810], [-1.6062, 2.3252, -1.0262], [-2.0621, 0.4624, 0.1837], [-0.2638, -0.8594, -1.5475], [-0.9853, 2.9836, -1.3576], [0.1688, -3.2315, -4.0927], [0.5378, -2.4721, -3.3042], [1.5130, -0.7066, -2.7031], [0.2091, -2.4901, 1.6416], [-0.7193, 0.2470, 4.6428], [0.7257, 0.9747, 3.9070], [-0.1504, -0.4640, 2.7235]]}

=====

Entry 2:
{"formula": "C10H13N4", "method": "wB97M-V/def2-TZVPD", "homo_energy_ev": [-12.6, -12.6], "e_above_lowest_ev": 4.283, "energy_ev": -16530.6186, "total_charge": 1, "symbols": ["C", "C", "H", "H", "H", "H", "H", "C", "H", "N", "H", "C", "C", "C", "H", "H", "N", "N", "C", "C", "C", "H", "H", "C", "N", "H", "H"], "positions_angstrom": [[0.0255, -1.1329, -0.0616], [-2.8239, -0.1875, 1.1914], [-0.8893, 3.0733, 0.1531], [4.7051, -1.7174, -0.2048], [-3.3647, 0.7154, 1.0980], [4.9006, 0.9254, -0.2767], [-2.8882, 0.4358, -2.2274], [1.5921, 0.7104, 0.2313], [-3.9372, 0.7757, -0.8795], [-2.1732, -0.3074, -0.1872], [-3.5035, -0.9660, 1.2860], [3.8349, -1.0563, -0.0709], [1.4148, -0.6719, 0.0842], [-2.8978, 0.7119, -1.0900], [-2.1718, -0.3677, 2.0185], [2.3320, -2.7010, 0.1141], [-0.2314, -2.3857, -0.0563], [0.0173, 2.5895, 0.1306], [3.9401, 0.3744, -0.0293], [2.4976, -1.5532, -0.0064], [2.8870, 1.2393, 0.1480], [3.0723, 2.3877, 0.1780], [-2.3054, -1.3574, -0.6230], [0.4072, 1.4883, 0.1863], [-0.7902, -0.0432, -0.1307], [-1.1798, -2.7604, -0.0620], [-2.4700, 1.7808, -0.9137]]}

=====

Entry 3:
{"formula": "C10H13NO3", "method": "wB97M-V/def2-TZVPD", "homo_energy_ev": -7.8, "e_above_lowest_ev": 6.745, "energy_ev": -18207.3059, "symbols": ["H", "H", "C", "C", "H", "C", "H", "N", "C", "C", "H", "O", "O", "H", "C", "H", "H", "H", "H", "H", "C", "H", "C", "C", "O", "C", "H"], "positions_angstrom": [[-2.0346, 1.6595, -3.4957], [-0.8889, 0.9887, 1.9366], [0.3123, 1.0621, 2.0849], [0.6320, 2.5219, 2.6272], [0.6924, 0.3463, 2.8771], [-1.8200, 0.8223, -2.8391], [0.3188, 0.2995, -2.7640], [1.6269, -0.3437, 0.5339], [-0.6541, 0.0391, -2.5650], [0.9282, 0.7391, 0.7740], [1.0013, 1.4463, -0.0112], [1.8292, -1.3050, 1.2065], [2.1178, -0.3069, -0.8195], [1.1474, -3.3057, -0.4646], [-2.7313, 0.2412, -2.0629], [1.5982, 2.8546, 2.2488], [-0.9785, -2.6332, -0.3198], [3.0533, -2.1018, -1.4414], [-3.7347, 0.5083, -2.0012], [-0.1729, 3.3414, 2.3549], [-0.3294, -1.9900, -0.8945], [0.6238, 2.6706, 3.7000], [-0.9768, -0.9482, -1.6249], [0.9792, -2.4040, -1.0267], [-2.2987, -0.7654, -1.2986], [2.1091, -1.5124, -1.4922], [2.0285, -1.2141, -2.5603]]}

=====

Entry 4:
{"formula": "C10H13NO3", "method": "wB97M-V/def2-TZVPD", "homo_energy_ev": -8.8, "e_above_lowest_ev": 1.796, "energy_ev": -18212.2548, "symbols": ["O", "C", "H", "H", "H", "C", "C", "C", "H", "H", "C", "H", "N", "H", "H", "C", "C", "H", "H", "H", "O", "H", "C", "C", "O", "C", "H"], "positions_angstrom": [[-1.0671, 2.8793, -0.3596], [2.3332, -1.2366, -0.1357], [-0.8729, -0.0413, 2.1711], [-2.4675, -1.8175, 2.2141], [3.0736, -0.3406, 1.5808], [-1.6960, 0.0791, -1.0640], [-1.4461, -0.1698, 1.2804], [2.1840, -0.1813, 0.9270], [-0.1952, 1.9123, 1.3392], [-3.6027, -2.5076, 0.0339], [-1.1535, 0.5292, 0.1280], [2.7778, 1.7639, 0.9731], [2.2309, 1.1390, 0.4190], [1.0259, 0.9612, -1.1851], [-1.3333, 0.6312, -1.9724], [-0.3307, 1.8028, 0.2383], [-2.5388, -1.0362, -1.0924], [-2.8766, -1.2850, -2.0909], [1.2663, -0.4502, 1.5543], [-1.6402, 2.4629, -1.0371], [3.3081, -1.7850, -0.5921], [1.5540, 2.5562, -0.7755], [-2.8705, -1.6896, 0.0829], [1.1582, 1.6562, -0.3753], [1.1695, -1.3697, -0.7104], [-2.3259, -1.2120, 1.2993], [0.5067, -0.8652, -0.1726]]}

=====

Entry 5:
{"formula": "C10H13NO3S", "method": "wB97M-V/def2-TZVPD", "homo_energy_ev": -8.6, "e_above_lowest_ev": 4.355, "energy_ev": -29044.1305, "symbols": ["H", "C", "C", "C", "H", "H", "H", "H", "H", "C", "C", "H", "O", "H", "O", "H", "C", "C", "H", "N", "H", "S", "O", "H", "C", "H", "C", "C"], "positions_angstrom": [[-1.1614, 1.4439, -1.5003], [-1.6519, 0.7997, -0.8200], [2.2576, 1.7870, -0.5043], [1.8445, 2.1782, 0.9507], [-0.0975, -2.6126, -0.1915], [1.1142, -3.4194, -1.1360], [2.3952, 2.6296, -1.0787], [-3.1691, -1.3199, 1.8461], [2.7067, 2.6403, 1.3995], [-2.8351, -0.7845, 0.9486], [0.6158, -2.5390, -0.9646], [-0.8122, -1.5759, 1.4920], [2.8464, -1.1803, -0.8698], [2.0926, 0.2626, 1.5882], [1.9751, -1.8084, 1.2932], [-4.6777, -0.1422, 0.2750], [-1.4818, -0.9083, 0.8230], [-2.9665, 0.6916, -0.8892], [3.1653, 1.2447, -0.5625], [1.3889, 0.9701, 1.5706], [0.1049, -2.2602, -1.8343], [1.7286, -1.4079, -0.0410], [1.0341, 1.0986, -0.9730], [-3.5069, 1.3240, -1.6799], [0.6348, 0.1113, -0.1666], [0.8729, 2.8375, 0.9866], [-0.8221, -0.0311, -0.0537], [-3.5954, -0.0294, 0.0919]]}

=====

Entry 6:
{"formula": "C10H13O2", "method": "wB97M-V/def2-TZVPD", "homo_energy_ev": -3.9, "e_above_lowest_ev": 2.116, "energy_ev": -14675.4900, "total_charge": -1, "symbols": ["H", "H", "H", "C", "C", "H", "C", "C", "H", "C", "C", "H", "C", "H", "H", "H", "O", "O", "C", "H", "H", "C", "C", "H", "H"], "positions_angstrom": [[0.4361, -1.8117, -0.2391], [1.2532, 3.0059, 1.0385], [1.6607, 0.0340, 0.2836], [1.1550, -1.6515, 1.9312], [-2.4469, 1.1163, -0.5824], [-1.0064, 1.4709, 1.1849], [-0.1621, 0.5767, -0.5260], [-2.6195, 0.3220, -1.8110], [-3.6266, 0.1066, -2.2241], [1.4578, 1.9530, 1.1703], [0.7451, -2.4909, 0.7307], [2.4711, 1.7360, 1.3199], [-1.3173, 1.0284, 0.1685], [1.6294, -3.0096, 0.2763], [-0.0035, -3.2166, 0.9998], [0.5618, -0.7794, -1.9399], [2.1649, -2.1642, 2.4103], [0.3834, -0.7330, 2.1958], [-0.2713, -0.1692, -1.6536], [0.8915, 1.5028, 1.9941], [-1.5336, -0.8365, -3.2284], [1.2349, 1.0151, -0.0604], [-1.4900, -0.3071, -2.3038], [-3.3227, 1.7567, -0.2169], [1.7552, 1.5454, -0.9185]]}

=====

Entry 7:
{"formula": "C10H13O3", "method": "wB97M-V/def2-TZVPD", "homo_energy_ev": -3.6, "e_above_lowest_ev": 2.147, "energy_ev": -16723.6381, "total_charge": -1, "symbols": ["H", "H", "H", "C", "H", "C", "H", "C", "O", "C", "C", "H", "H", "O", "C", "O", "C", "H", "H", "H", "H", "C", "C", "H", "H", "C"], "positions_angstrom": [[-0.3072, -0.7840, -2.5151], [-1.2331, -0.7486, -1.0543], [-3.3839, -0.9339, -2.0786], [0.5003, -1.3342, 0.7574], [0.5914, -1.3789, 5.0218], [0.8016, -0.4081, 4.5276], [0.6414, 1.2119, -1.4842], [-1.3566, 0.9354, -2.3284], [1.3697, -0.1046, -1.1230], [0.2297, -1.1695, 2.1168], [1.7689, 0.6368, 2.4327], [2.5642, 1.3333, 0.4651], [2.1144, 1.5739, 2.8581], [-2.2819, 1.5748, -2.8110], [-2.5187, -1.2855, -2.6685], [-0.3242, 1.6712, -1.9037], [2.0427, 0.6131, 1.0608], [-2.7037, -2.3966, -2.5741], [-2.7549, -1.0846, -3.7216], [-0.1696, 0.0909, 4.5088], [1.5583, 0.2222, 4.9817], [1.3900, -0.3256, 0.1587], [-1.3236, -0.5283, -2.1418], [-0.4241, -1.9514, 2.4737], [-0.0826, -2.1057, 0.2436], [0.9239, -0.3297, 2.9370]]}

=====

Entry 8:
{"formula": "C10H13O3", "method": "wB97M-V/def2-TZVPD", "homo_energy_ev": -3.2, "e_above_lowest_ev": 2.033, "energy_ev": -16723.7520, "total_charge": -1, "symbols": ["C", "C", "O", "H", "O", "H", "O", "H", "C", "H", "H", "C", "C", "H", "H", "C", "H", "C", "C", "H", "H", "H", "H", "C", "C", "H"], "positions_angstrom": [[-1.2540, 0.0156, 0.9730], [-0.8978, -1.4247, -0.8780], [3.8549, 0.2259, 2.8085], [2.5800, -0.1989, -1.2347], [0.0457, -1.8437, 1.2738], [-2.1021, -0.9587, -2.6455], [1.8285, -0.7174, 2.5739], [-3.9017, 1.7924, -1.3732], [-1.9427, 0.9263, 0.2311], [-1.1753, 0.1686, 2.0164], [1.1790, -0.9991, 1.8094], [-2.2034, 0.5010, -1.0287], [-3.1411, 1.2219, -1.8493], [-3.6515, 0.6142, -2.6405], [-2.3868, 1.8142, 0.7306], [2.8529, 0.1066, 2.1909], [-0.5912, -2.3713, -1.1153], [-0.5375, -1.1244, 0.4998], [2.7946, -0.3786, -0.2235], [3.8155, -0.6677, -0.1226], [2.2427, -1.3743, -0.0747], [-2.4581, 1.9223, -2.4188], [2.9539, 1.7012, 0.5475], [-1.7510, -0.6615, -1.6427], [2.4681, 0.7055, 0.7779], [1.3784, 1.0047, 0.8145]]}